Formula: C53H47InN12P
Source: OMol25
Level of theory: ωB97M-V/def2-TZVPD

Summary:
HOMO: -14.426 eV
frontier orbital gap: 0.20860 hartree
charge: +3
ΔE to the lowest compared entry with this formula, charge and spin: 0.0 kJ/mol
total energy: -3235.6645 hartree

Positions of all 114 atoms, in Å:
In 15.12 12.14 12.12
C 16.25 17.49 13.48
N 15.74 16.43 12.58
C 16.01 15.09 12.58
N 15.32 14.44 11.63
C 14.60 15.48 10.94
C 14.80 16.69 11.55
C 14.23 18.04 11.33
C 15.02 19.18 11.20
C 14.41 20.45 11.13
C 13.03 20.60 11.05
C 12.23 19.42 11.07
C 12.82 18.18 11.23
C 13.84 15.21 9.72
C 13.46 16.24 8.84
C 12.46 16.00 7.89
C 11.87 14.75 7.73
C 12.33 13.70 8.54
C 13.37 13.91 9.42
P 17.16 14.18 13.66
C 18.15 13.10 12.56
N 17.55 12.30 11.65
C 18.60 11.58 11.06
C 19.81 11.85 11.67
N 19.51 12.89 12.58
C 20.55 13.76 13.17
C 21.16 11.33 11.37
C 21.57 11.14 10.03
C 22.81 10.61 9.72
C 23.70 10.31 10.73
C 23.34 10.53 12.08
C 22.06 10.97 12.41
C 18.32 10.61 10.01
C 17.38 10.85 9.00
C 17.01 9.80 8.15
C 17.61 8.54 8.27
C 18.65 8.34 9.19
C 19.00 9.37 10.07
C 16.20 13.14 14.82
N 15.39 12.21 14.29
C 14.71 11.64 15.42
C 15.15 12.20 16.60
N 16.14 13.14 16.19
C 16.95 13.97 17.13
C 14.70 11.88 17.96
C 14.47 12.86 18.95
C 13.99 12.56 20.22
C 13.75 11.23 20.57
C 13.97 10.21 19.61
C 14.44 10.53 18.34
C 13.55 10.72 15.30
C 12.31 11.23 15.74
C 11.16 10.57 15.34
C 11.23 9.28 14.79
C 12.50 8.66 14.63
C 13.67 9.37 14.89
H 16.78 17.03 14.33
H 16.94 18.17 12.96
H 15.43 18.09 13.85
H 16.10 19.07 11.12
H 15.02 21.34 11.16
H 12.56 21.59 10.99
H 11.16 19.46 10.89
H 12.23 17.27 11.20
H 13.98 17.22 8.95
H 12.13 16.86 7.30
H 11.10 14.62 6.96
H 11.91 12.69 8.47
H 13.79 13.08 9.99
H 21.41 13.81 12.48
H 20.13 14.77 13.30
H 20.92 13.33 14.10
H 20.87 11.39 9.22
H 23.09 10.40 8.69
H 24.72 9.95 10.49
H 24.08 10.35 12.88
H 21.72 11.00 13.45
H 16.87 11.83 8.95
H 16.24 9.93 7.38
H 17.28 7.70 7.63
H 19.22 7.42 9.22
H 19.75 9.23 10.88
H 17.35 13.32 17.94
H 17.77 14.39 16.60
H 16.38 14.79 17.60
H 14.66 13.90 18.68
H 13.83 13.36 20.94
H 13.33 10.94 21.54
H 13.77 9.15 19.82
H 14.64 9.74 17.60
H 12.28 12.22 16.23
H 10.16 11.02 15.44
H 10.31 8.74 14.48
H 12.53 7.64 14.27
H 14.65 8.92 14.73
N 8.39 13.85 12.62
C 9.71 13.69 12.65
N 10.49 14.77 12.93
N 10.25 12.50 12.41
C 11.51 12.38 12.28
N 12.69 12.20 12.19
H 7.95 14.69 12.97
H 7.80 13.05 12.37
H 10.11 15.72 12.97
H 11.50 14.61 12.86
N 15.62 7.42 11.75
C 14.55 7.55 10.87
C 14.25 8.88 10.89
N 15.13 9.55 11.71
C 15.95 8.64 12.22
H 16.13 6.54 11.89
H 14.13 6.67 10.38
H 13.43 9.40 10.40
H 16.83 8.80 12.87